#w
Molecular formula: C15H19N3O4
Method: DFT, wB97M-V/def2-TZVPD

```
41
Properties=species:S:1:pos:R:3
C -2.65822 -3.25263 0.81252
C -1.34562 -2.54490 0.53671
O -0.84147 -2.93017 -0.79934
C -1.40920 -0.98238 0.69379
N -1.95881 -0.58429 2.01104
C -2.21934 -0.31627 -0.46035
O -2.85254 -0.95946 -1.27021
N -2.18116 1.04712 -0.55407
C -1.10140 1.97003 -0.19115
C -0.01731 2.10235 -1.27183
C 0.89677 0.91761 -1.33317
C 0.80177 -0.16784 -2.07605
N 1.80036 -1.04535 -1.73012
C 2.58693 -0.52751 -0.76912
C 3.72698 -1.02683 -0.10367
C 4.33895 -0.22439 0.82813
C 3.85100 1.02032 1.12178
C 2.73472 1.56227 0.48728
C 2.09396 0.78564 -0.49819
C -1.70225 3.35087 -0.04796
O -2.59313 3.81304 -0.69889
O -1.13952 4.07651 0.96368
H -2.47022 -4.33234 0.63878
H -3.05139 -2.99563 1.80117
H -3.48211 -2.97852 0.11060
H -0.60990 -2.98891 1.22766
H -1.65470 -2.64033 -1.28949
H -0.34567 -0.60442 0.70275
H -1.34481 -0.84958 2.78705
H -2.12971 0.42098 2.04677
H -2.84598 1.38845 -1.25826
H -0.59117 1.63453 0.71556
H -0.46589 2.19897 -2.26853
H 0.63802 2.97609 -1.12002
H 0.01110 -0.45226 -2.78636
H 1.89827 -1.94337 -2.15836
H 4.09900 -2.03419 -0.28433
H 5.19071 -0.63714 1.37425
H 4.36563 1.58212 1.88511
H 2.46032 2.58946 0.74388
H -0.48297 3.58235 1.48092
```

The SMILES is C[C@@H](O)[C@H](N)C(=O)N[C@@H](Cc1c[nH]c2ccccc12)C(=O)O. For the orbital gap, the calculation gives 0.315 hartree.

#x
Molecular formula: C15H19N3O4
Method: DFT, wB97M-V/def2-TZVPD

```
41
Properties=species:S:1:pos:R:3
C -0.59835 1.46028 -1.44260
C 0.69595 1.01279 -0.86057
C -1.67712 1.22271 -0.36314
C -1.69177 -0.31137 0.06478
C -1.29786 -0.75890 1.20051
C -2.37562 -1.35132 -0.61322
C -2.51817 -2.49528 0.20708
C -2.92557 -1.50431 -1.95751
C -3.31919 -3.65807 -0.11553
C -3.35274 -2.73891 -2.46528
C -3.65292 -3.78170 -1.48909
C 2.07457 0.91449 1.15983
C 2.04700 1.10731 2.72929
C 3.36463 1.46036 0.50782
C 3.54717 2.89422 0.80698
H -0.06797 0.44096 -3.25357
H -0.85723 -0.30665 -2.15434
H -0.66025 2.45893 -1.90124
H -2.64524 1.85635 -0.75015
H -1.51698 1.64147 0.73153
H -0.64222 -0.29440 2.01261
H -1.28383 -2.65728 2.29804
H -2.77975 -0.61567 -2.57912
H -3.49273 -4.36532 0.59511
H -3.87725 -2.79223 -3.36346
H -4.04558 -4.61385 -1.91647
H 0.34497 1.84648 1.14729
H 2.08579 -0.15330 1.04645
H 3.06225 1.04472 -0.60934
H 4.71995 -0.10957 0.54877
H 4.43044 3.00791 1.93414
H 3.99732 3.43750 -0.46813
H 2.21401 3.25544 1.17761
H 3.95561 0.34976 2.67851
N -0.95070 0.55038 -2.65313
N -1.77275 -2.11350 1.49875
N 0.95587 1.30576 0.46997
O 1.53828 0.26286 -1.51851
O 1.19215 1.74751 3.41764
O 4.61183 0.83407 0.93928
O 3.16397 0.50938 3.30241
```

For the orbital gap, the calculation gives 0.313 hartree.

Which is the most stable structure? #w is the most stable.

#w
Molecular formula: C2H4BFO
Method: DFT, wB97M-V/def2-TZVPD

```
9
Properties=species:S:1:pos:R:3
B -1.03652 -0.85224 -0.45467
C 0.97039 0.84196 1.47691
C 1.18686 -0.26430 0.58476
O 0.83557 0.77550 2.67685
F 1.48710 -1.45945 1.14313
H -1.85140 -1.18616 0.28550
H -1.01048 -0.61835 -1.58385
H 0.94776 1.81377 0.93700
H 1.71146 -0.14303 -0.35490
```

For the orbital gap (alpha / beta), the calculation gives 0.286 / 0.286 hartree.

#x
Molecular formula: C2H4BFO
Method: DFT, wB97M-V/def2-TZVPD

```
9
Properties=species:S:1:pos:R:3
O -2.63271 -0.13413 0.82382
C -1.91606 0.12346 -0.12098
B -0.10469 0.18119 0.07838
C 1.50445 -0.50608 -0.02912
F 2.30662 0.25326 0.79389
H -2.43313 0.55463 -1.05279
H 0.09874 1.23962 0.43327
H 1.57655 -1.56843 0.13784
H 1.60023 -0.14352 -1.06432
```

The SMILES is O=CBCF. For the orbital gap, the calculation gives 0.342 hartree.

Which is the most stable structure? #x is the most stable.

#w
Molecular formula: C5H15N2S
Method: DFT, wB97M-V/def2-TZVPD

```
23
Properties=species:S:1:pos:R:3
C 0.93511 1.09198 -0.46752
N 1.06802 -0.24440 -0.93483
C 1.78402 -1.19705 -0.07503
C 1.12807 -1.50441 1.28084
S 2.36305 -2.01873 2.53447
C -0.57006 1.36503 -0.02216
N -1.45935 0.50952 -0.91730
C -2.92613 0.78697 -0.70013
H 1.48981 1.23387 0.46935
H 1.23800 1.84828 -1.19925
H 1.40349 -0.48721 -1.85436
H 1.92649 -2.09143 -0.69090
H 2.81659 -0.83690 0.07647
H 0.68632 -0.60786 1.71696
H 0.36966 -2.25413 1.04231
H 1.72243 -1.46352 3.59807
H -0.74939 0.91172 0.95222
H -0.86293 2.40966 -0.05950
H -1.22358 0.72021 -1.91232
H -1.31446 -0.49028 -0.70652
H -3.25271 1.47970 -1.48952
H -3.47847 -0.11285 -0.99432
H -3.09401 0.95181 0.35296
```

For the orbital gap (alpha / beta), the calculation gives 0.142 / 0.362 hartree. The spin multiplicity is 2.

#x
Molecular formula: C5H15N2S
Method: DFT, wB97M-V/def2-TZVPD

```
23
Properties=species:S:1:pos:R:3
C 1.50308 2.92536 0.73314
C 0.53284 1.75474 0.82612
C 0.38818 1.25196 2.25683
S -0.91934 -0.00896 2.44016
H 1.61780 3.21346 -0.31089
H 2.47836 2.68593 1.16427
H 1.12909 3.78926 1.28322
H -0.43609 2.01715 0.39901
H 0.88816 0.94491 0.18856
H 0.18366 2.05843 2.95534
H 1.34393 0.79603 2.51311
H -0.14882 -0.99406 2.92274
C -0.28186 -0.97938 -1.77485
C -0.14043 -1.91463 -2.79736
N 0.01231 -1.57342 -4.16425
N -0.29449 -1.48834 -0.43470
H -0.50412 0.07521 -1.86153
H -0.07542 -2.97085 -2.56529
H -0.47372 -2.18972 -4.79404
H -0.15916 -0.60415 -4.37640
H -0.71597 -0.80690 0.20424
H 0.64514 -1.71639 -0.03391
H -0.84439 -2.37662 -0.33983
```

For the orbital gap (alpha / beta), the calculation gives 0.124 / 0.267 hartree. The spin multiplicity is 2.

Which is the most stable structure? #x is the most stable.

#w
Molecular formula: C4H4NO
Method: DFT, wB97M-V/def2-TZVPD

```
10
Properties=species:S:1:pos:R:3
C -0.98306 1.09935 -0.00585
C 0.61162 0.41528 -0.98691
C -0.11813 0.06306 0.16294
C 0.05946 -1.00646 1.08104
N -1.18601 2.03572 -0.82449
O -0.20093 1.70869 -1.67039
H 1.31385 -0.07448 -1.67057
H 1.22675 -1.15586 1.37553
H -0.19827 -1.95429 0.55783
H -0.52528 -1.13100 1.98089
```

The total charge is +1. For the orbital gap (alpha / beta), the calculation gives 0.288 / 0.288 hartree.

#x
Molecular formula: C4H4NO
Method: DFT, wB97M-V/def2-TZVPD

```
10
Properties=species:S:1:pos:R:3
C 0.38711 -0.68006 -0.17799
C -0.11748 -3.06964 -2.26844
C -0.49446 -0.70746 -1.05242
C 1.02573 0.37688 1.74591
N 0.87965 -0.62768 1.03457
O -0.04689 -4.12270 -2.65168
H -1.24676 -0.03993 -1.40376
H -0.58260 -1.62613 -1.74934
H 0.73335 1.43212 1.34854
H 1.42202 0.34118 2.80498
```

The total charge is +1. For the orbital gap, the calculation gives 0.359 hartree.

Which is the most stable structure? #x is the most stable.